(1)
Density functional theory data (ωB97M-V/def2-TZVPD) for a 2-piece molecular cluster, C3H6O3 overall.

Values from the calculation:
* multiplicity: 1
* HOMO energy: -9.7 eV
* energy above the lowest of the compared OMol25 structures with the same formula, charge and spin: 117.13 kcal per mole
* net charge: 0
* SMILES: O[C@H]1[C@H]2O[C@@H]12.O
* LUMO energy: 0.0278 Ha

Positions of all 12 atoms, in Å:
O -1.60034 -0.12334 -1.20554
C -0.25917 0.17846 -1.28935
C 0.34783 1.19154 -0.36644
O -0.27066 0.75143 0.80362
C 0.68676 -0.17582 -0.20828
H -1.83686 0.20102 -0.31734
H 0.14389 0.09130 -2.29234
H 0.91394 2.10048 -0.41395
H 1.57312 -0.79992 -0.07656
O 0.56523 -1.32121 1.92182
H 0.23046 -0.40582 1.92820
H -0.19638 -1.81070 1.58944

These are the Löwdin partial charges, in e, on atoms 1 to 4: O 0.011; C -0.267; C -0.231; O -0.065


(2)
Density functional theory data (ωB97M-V/def2-TZVPD) for one molecule with the formula C4H10OS2.

Values from the calculation:
* multiplicity: 1
* HOMO energy: -8.9 eV
* energy above the lowest of the compared OMol25 structures with the same formula, charge and spin: 45.42 kcal per mole
* net charge: 0
* SMILES: CSSCCCO
* LUMO energy: -0.0332 Ha

Positions of all 17 atoms, in Å:
C -1.11188 -3.00603 -0.43132
S 0.16615 -1.76396 -0.28609
S -1.37749 -0.25691 0.87157
C -0.91472 1.12774 -0.25827
C 0.58690 1.35934 -0.60784
C 1.56741 1.14624 0.62612
O 1.47375 2.25406 1.54257
H -1.91316 -2.57520 -1.10665
H -1.36220 -3.59220 0.45786
H -0.74469 -3.80433 -1.08789
H -1.27444 1.99592 0.30574
H -1.40031 0.99165 -1.24521
H 0.88727 0.59542 -1.33573
H 0.66896 2.35435 -1.02720
H 2.59387 1.06693 0.22787
H 1.31173 0.24547 1.18055
H 0.84286 1.86152 2.17391

These are the Löwdin partial charges, in e, on atoms 1 to 4: C -0.579; S 0.575; S 0.584; C -0.591


(3)
Density functional theory data (ωB97M-V/def2-TZVPD) for one molecule with the formula C6H11NO.

Values from the calculation:
* multiplicity: 1
* HOMO energy: -8.1 eV
* energy above the lowest of the compared OMol25 structures with the same formula, charge and spin: 112.33 kcal per mole
* net charge: 0
* SMILES: C[C@@]12CCO[C@H]1[C@@H]2N
* LUMO energy: 0.0360 Ha

Positions of all 19 atoms, in Å:
C 0.01899 -1.80739 0.52327
C 0.37450 -0.31712 0.44565
C 1.50418 -0.11087 -0.48967
C 0.68655 -0.30661 -1.83922
O -0.71681 -0.09277 -1.52502
C -0.58620 0.59450 -0.31992
C -0.79695 0.48788 1.15141
N -0.53963 1.71328 1.91771
H 0.36252 -2.15014 1.55858
H -1.05210 -1.97141 0.43206
H 0.51380 -2.44955 -0.23447
H 2.27632 -0.93501 -0.40672
H 1.94093 0.92574 -0.42388
H 0.87161 0.34262 -2.70607
H 0.77047 -1.27799 -2.32448
H -0.17848 1.62518 -0.42737
H -1.49753 -0.20105 1.62929
H -1.44115 2.22238 2.02011
H -0.26094 1.37613 2.82997

These are the Löwdin partial charges, in e, on atoms 1 to 4: C -0.050; C -0.364; C -0.117; C -0.149


(4)
Density functional theory data (ωB97M-V/def2-TZVPD) for C37H35F3N6O3SSbSeW as an isolated structure.

Values from the calculation:
* multiplicity: 2
* HOMO energy (alpha / beta): -5.6 / -5.6 eV
* energy above the lowest of the compared OMol25 structures with the same formula, charge and spin: 12.94 kcal per mole
* net charge: 0
* LUMO energy (alpha / beta): -0.0111 / -0.0101 Ha

Positions of all 88 atoms, in Å:
W -0.15297 -0.21016 0.46593
C 2.35905 0.96507 -0.70290
C 1.38994 2.11499 -0.70609
C 1.81362 3.39575 -1.01739
C 0.89872 4.42437 -1.06485
C -0.42795 4.11517 -0.83914
C -0.79770 2.81769 -0.50368
N 0.11279 1.83617 -0.38936
Sb -2.92677 2.58348 -0.39093
C -3.06102 2.75231 1.74991
C -4.19855 3.31804 2.30757
C -4.26403 3.41853 3.68960
C -3.19652 2.95984 4.43663
C -2.08638 2.40828 3.79499
C -0.90957 1.90979 4.58361
N -2.02856 2.30792 2.46304
C -3.17620 0.46615 -0.62041
C -4.47242 0.13745 -0.99609
C -4.83362 -1.18842 -1.14970
C -3.87231 -2.15095 -0.93260
C -2.59183 -1.77501 -0.56131
C -1.52465 -2.77332 -0.27657
N -2.24121 -0.47549 -0.42219
H 3.53243 1.74294 -2.28986
H 2.09780 -1.05346 -0.56784
H 3.18960 1.27773 -0.04225
H 2.86177 3.57110 -1.22248
H 1.20611 5.43465 -1.30205
H -1.19186 4.87764 -0.93007
H -5.00769 3.66638 1.67774
H -5.13270 3.84630 4.17409
H -3.21378 3.01490 5.51727
H -1.17448 1.75731 5.62908
H -0.09068 2.63240 4.53392
H -0.54802 0.97942 4.15644
H -5.19318 0.92735 -1.16905
H -5.84141 -1.46195 -1.43482
H -4.09745 -3.20360 -1.04018
H -1.72075 -3.68630 -0.84795
H -1.57805 -3.05047 0.78204
H 0.60615 -2.76334 -0.07418
O 0.61690 1.01689 2.04393
N 1.83682 0.75732 2.51867
C 2.61352 1.81543 2.82783
C 3.85267 1.63953 3.37693
C 4.29600 0.33239 3.61339
C 3.49206 -0.72772 3.29068
C 2.21717 -0.53578 2.71922
S 1.13028 -1.76906 2.31248
H 2.16529 2.77255 2.60585
H 4.45752 2.50160 3.61559
H 5.27222 0.15907 4.04698
H 3.80737 -1.74695 3.45959
F -4.17171 -1.94191 3.83815
C -3.31441 -0.95441 3.55858
F -2.94605 -0.39439 4.72935
F -3.99666 -0.02129 2.87388
C -2.07292 -1.48015 2.78112
O -1.70214 -2.61183 3.02418
O -1.61625 -0.62249 1.95608
C -1.24200 -3.34470 -3.62886
C 0.15800 -3.08449 -3.04227
C 0.68087 -4.35934 -2.37114
C 1.08895 -2.75816 -4.22050
C 0.16970 -1.95876 -2.01703
C -0.15515 -2.14585 -0.55800
H -1.18975 -4.13856 -4.37843
H -1.61864 -2.44159 -4.11257
H -1.96295 -3.65095 -2.86862
H 0.73512 -5.16694 -3.10436
H 0.04026 -4.69090 -1.55310
H 1.68336 -4.19649 -1.96951
H 1.11671 -3.60574 -4.91024
H 2.10629 -2.55858 -3.87371
H 0.74394 -1.88286 -4.77116
Se -0.25380 -0.20551 -2.50014
N 1.70688 -0.20237 -0.18349
C 3.05457 0.77317 -2.06316
C 4.21213 -0.18798 -1.94717
C 4.90880 -0.52010 -3.03502
C 4.49717 -0.01667 -4.34165
C 3.28837 0.53119 -4.50907
C 2.31544 0.51475 -3.38280
N 1.11977 0.26898 -3.72418
H 4.48775 -0.54388 -0.96061
H 5.77725 -1.16220 -2.96223
H 5.16160 -0.14048 -5.18808
H 2.91600 0.81961 -5.48328

These are the Löwdin partial charges, in e, on atoms 1 to 4: W 1.580; C -0.329; C -0.236; C 0.001


(5)
Density functional theory data (ωB97M-V/def2-TZVPD) for one molecule with the formula C9H18N2O4.

Values from the calculation:
* multiplicity: 1
* HOMO energy: -9.5 eV
* energy above the lowest of the compared OMol25 structures with the same formula, charge and spin: 110.40 kcal per mole
* net charge: 0
* SMILES: CC(C)C[C@H](NC(=O)[C@@H](N)CO)C(=O)O
* LUMO energy: 0.0121 Ha

Positions of all 33 atoms, in Å:
C -0.41247 -2.94292 -1.59490
C 0.71015 -1.88463 -1.69532
C 2.05686 -2.49718 -1.31273
C 0.25647 -0.89669 -0.64510
C 1.42505 -0.01771 -0.08200
N 0.88306 0.98079 0.82038
C -0.32937 1.47575 0.79841
O -0.91002 1.46122 -0.30800
C -1.08687 1.98392 2.09517
N -1.70674 3.30358 2.04133
C -2.05980 0.80187 2.14525
O -3.20090 1.08452 1.37261
C 1.96239 0.71589 -1.27048
O 3.02134 0.45846 -1.87853
O 1.31737 1.80732 -1.59487
H -1.36549 -2.30836 -1.47386
H -0.59931 -3.54687 -2.48034
H -0.38572 -3.65046 -0.77010
H 0.73347 -1.45743 -2.66880
H 2.30385 -3.48566 -1.84069
H 2.22225 -2.88268 -0.31450
H 2.74350 -1.51421 -1.54209
H -0.05097 -1.34410 0.30585
H -0.58614 -0.31893 -0.98053
H 2.21389 -0.44474 0.47412
H 1.61271 1.50944 1.36177
H -0.51552 2.11067 3.08419
H -0.90134 3.91675 2.30843
H -2.64797 3.60917 1.40929
H -2.51399 0.71561 3.13008
H -1.55235 -0.07048 1.79526
H -2.99976 1.68382 0.61098
H 0.36236 1.64427 -1.30028

These are the Löwdin partial charges, in e, on atoms 1 to 4: C -0.085; C -0.402; C -0.082; C -0.134


(6)
Density functional theory data (ωB97M-V/def2-TZVPD) for a 11-piece molecular cluster, C44H66O33 overall.

Values from the calculation:
* multiplicity: 1
* HOMO energy: -9.8 eV
* energy above the lowest of the compared OMol25 structures with the same formula, charge and spin: 216.48 kcal per mole
* net charge: 0
* SMILES: C[C@H]1COC(=O)O1.C[C@H]1COC(=O)O1.C[C@H]1COC(=O)O1.C[C@H]1COC(=O)O1.C[C@H]1COC(=O)O1.C[C@H]1COC(=O)O1.C[C@H]1COC(=O)O1.C[C@H]1COC(=O)O1.C[C@H]1COC(=O)O1.C[C@H]1COC(=O)O1.C[C@H]1COC(=O)O1
* LUMO energy: 0.0011 Ha

Positions of all 143 atoms, in Å:
C -5.29227 3.79023 1.50134
C -3.81207 3.89853 1.38816
C -3.02334 2.66223 1.12336
O -2.07590 3.15870 0.19496
C -2.28044 4.42404 -0.09864
O -1.56869 5.13073 -0.69951
O -3.53101 4.74485 0.31332
H -5.60953 2.96538 2.13936
H -5.93417 3.47958 0.67699
H -5.69420 4.79795 1.60644
H -3.35790 4.42255 2.22913
H -3.70653 1.86408 0.83300
H -2.51978 2.36943 2.04466
C -6.67748 -0.53098 0.40026
C -5.91997 -1.86303 0.40949
C -5.06680 -2.01784 1.65090
O -5.40548 -3.37791 1.88390
C -6.54737 -3.82314 1.32100
O -7.01412 -4.98138 1.39336
O -6.89914 -3.00475 0.42786
H -6.03941 0.33960 0.55214
H -7.50392 -0.52880 1.11094
H -7.13933 -0.25365 -0.54731
H -5.35325 -1.98765 -0.51323
H -5.47444 -1.34300 2.40356
H -4.03248 -1.89399 1.33004
C 5.62126 1.70329 2.29256
C 6.83867 2.48547 1.90382
C 7.43218 1.95280 0.64359
O 7.57213 3.06637 -0.22029
C 6.96488 4.15699 0.24809
O 7.10741 5.32567 -0.04948
O 6.42927 3.85146 1.44931
H 5.12508 2.45185 2.91028
H 5.91657 0.89282 2.95892
H 4.96410 1.42708 1.46798
H 7.58530 2.77931 2.64158
H 6.71322 1.25273 0.21803
H 8.32895 1.36146 0.82860
C 3.84421 5.48809 1.92555
C 2.62881 5.41317 2.84089
C 1.25193 5.02492 2.30841
O 1.01892 3.71677 2.78100
C 1.92122 3.38277 3.64555
O 1.72319 2.40573 4.24750
O 2.88275 4.39003 3.80567
H 4.23804 4.50161 1.68088
H 4.69446 6.06031 2.29668
H 3.67602 6.03348 0.99691
H 2.43967 6.39480 3.27532
H 1.30879 5.24914 1.24324
H 0.55517 5.66557 2.84893
C -5.85286 3.96270 -5.15845
C -6.32606 3.15068 -3.96959
C -7.07040 1.88817 -4.33369
O -6.78815 1.08228 -3.21473
C -5.53699 1.36656 -2.84065
O -4.87681 0.59882 -2.11773
O -5.24123 2.48673 -3.29264
H -5.21032 4.83006 -5.00702
H -6.72236 4.35003 -5.68954
H -5.25708 3.36824 -5.85109
H -6.91557 3.73012 -3.25909
H -6.80922 1.31674 -5.22440
H -8.06595 2.32780 -4.27302
C 4.10891 -0.11644 6.26909
C 4.66046 -1.40589 6.98567
C 6.09309 -1.84910 6.62097
O 6.74617 -1.44373 7.75365
C 5.88843 -1.41430 8.80534
O 6.08576 -1.54220 9.98729
O 4.70779 -1.17257 8.37609
H 3.95261 -0.20265 5.19380
H 4.90203 0.62884 6.32917
H 3.20594 0.21172 6.78393
H 4.15228 -2.32802 6.70365
H 6.65858 -1.29388 5.87260
H 6.16255 -2.92874 6.48811
C 1.42663 -3.28674 5.28743
C 1.34030 -2.86184 3.83113
C 1.52300 -1.35313 3.54733
O 2.53182 -1.20398 2.60339
C 3.02784 -2.51015 2.37838
O 3.93852 -2.71437 1.58288
O 2.42988 -3.44515 3.16049
H 0.61879 -2.93783 5.93068
H 2.47377 -3.17287 5.56784
H 1.31921 -4.37120 5.30973
H 0.44907 -3.27243 3.35655
H 1.67613 -0.81079 4.48034
H 0.56811 -1.05121 3.11706
C 1.21010 0.87038 0.47832
C 0.11096 0.32521 -0.50393
C 0.63552 -0.80740 -1.36295
O -0.31268 -1.81252 -1.19471
C -1.23411 -1.46450 -0.43259
O -2.26660 -2.13349 -0.19618
O -0.86032 -0.35564 0.23936
H 1.92819 0.17252 0.90893
H 0.84681 1.59446 1.20759
H 1.79851 1.42204 -0.25486
H -0.33756 1.08504 -1.14392
H 1.64360 -1.17898 -1.17908
H 0.65279 -0.42381 -2.38308
C -2.56143 -8.64347 -1.77365
C -2.75501 -7.32057 -2.51367
C -3.30097 -7.43362 -3.94046
O -4.31877 -6.49662 -4.02817
C -4.60895 -6.02351 -2.74564
O -5.41428 -5.19466 -2.45245
O -3.79708 -6.56802 -1.98247
H -1.51611 -8.91288 -1.92471
H -3.15031 -9.41334 -2.27228
H -2.78575 -8.55955 -0.71028
H -1.86508 -6.71597 -2.68854
H -3.67000 -8.45829 -3.98490
H -2.54740 -7.19583 -4.69123
C 5.11854 3.92348 -3.43978
C 4.63000 2.56507 -4.04159
C 5.37197 1.93801 -5.22049
O 5.54141 0.54319 -4.89585
C 5.46169 0.45930 -3.56664
O 5.79468 -0.39041 -2.79950
O 4.89231 1.54524 -3.05661
H 6.13380 3.94472 -3.04370
H 4.42736 4.28104 -2.67655
H 5.11129 4.58527 -4.30585
H 3.54958 2.50076 -4.17071
H 6.16431 2.57961 -5.60602
H 4.69016 1.98880 -6.06940
C -1.98918 -3.11379 -3.77185
C -2.32696 -3.38970 -5.27141
C -3.30938 -2.45722 -5.92365
O -2.66606 -1.89416 -7.01294
C -1.38721 -2.28544 -7.02929
O -0.43392 -1.81969 -7.64086
O -1.20634 -3.13783 -6.05601
H -2.76553 -3.44940 -3.08428
H -2.05190 -2.03379 -3.63859
H -1.10589 -3.66154 -3.44341
H -2.67109 -4.39001 -5.53417
H -3.61217 -1.60858 -5.31028
H -4.16344 -3.06570 -6.22102

These are the Löwdin partial charges, in e, on atoms 1 to 4: C -0.021; C -0.370; C -0.077; O 0.088